Entry from the Open Molecules 2025 dataset: a single C11H22O3 molecule in a non-equilibrium geometry (wB97M-V/def2-TZVPD).

XYZ file:
```
36
C11H22O3 wB97M-V/def2-TZVPD
C -1.8726 3.1540 -0.0528
C -1.6162 1.6942 0.0706
C -2.7100 0.6717 -0.3914
C -2.4244 -0.7851 0.0282
C -1.6425 -1.7734 -0.7335
C -0.1426 -1.3499 -1.0972
C 0.8682 -1.4477 -0.0011
C 2.3485 -1.2585 -0.4831
C 2.6997 0.0430 -1.1904
C 3.1251 1.0592 -0.2696
O 4.2452 1.5855 -0.4075
O 2.3010 1.3760 0.6800
O 0.5314 -0.5273 1.1261
C 0.9607 -0.9920 2.3637
H -1.9463 3.4588 -1.0923
H -1.0389 3.7319 0.5029
H -2.8408 3.5002 0.4946
H -0.5821 1.6081 -0.3705
H -1.3507 1.5193 1.1534
H -2.9128 0.8793 -1.4726
H -3.5751 0.9920 0.2322
H -1.8858 -0.5845 0.9815
H -3.2807 -1.2709 0.3395
H -1.6604 -2.7443 -0.2682
H -2.2196 -2.0882 -1.6426
H -0.1354 -0.3853 -1.6033
H 0.2182 -2.0042 -1.8645
H 0.6969 -2.4031 0.4814
H 2.4956 -2.1017 -1.1831
H 3.1447 -1.3524 0.3067
H 2.0257 0.3061 -1.9728
H 3.6195 -0.1561 -1.7545
H 1.5064 0.8720 0.8086
H 2.0332 -1.4579 2.3996
H 0.1295 -1.6950 2.7876
H 0.8876 -0.0736 3.0944
```

- HOMO-LUMO gap: 10.53 eV
- E_HOMO: -9.82 eV
- Energy above the lowest of the compared OMol25 structures with the same formula, charge and spin: 174.85 kJ/mol
- SMILES: CCCCCC[C@@H](CCC(=O)O)OC
- Strongest force on any atom: 0.074 Eh/bohr